DFT (wB97M-V/def2-TZVPD) results for C31H37N9ORuSSbSe4Te as an isolated structure at a distorted geometry.

The HOMO energy (spin up / spin down) is -1.90 / -1.75 eV. For the largest force on an atom, the calculation gives 1.2 eV Å⁻¹. The value obtained for the electronic energy is -12378.8384 Ha. As for the HOMO-LUMO gap (spin up / spin down): 5.641 / 5.493 eV. Its LUMO energy (spin up / spin down) is 3.74 / 3.74 eV.

The geometry in ORCA input format:
```
! wB97M-V def2-TZVPD RIJCOSX def2/J DEFGRID3
* xyz -2 2
Ru -1.08439 1.74593 -0.29033
C 2.20154 -4.44917 0.33026
C 2.52261 -3.13557 -0.39672
C 1.64174 -3.05776 -1.64462
C 3.98946 -3.14963 -0.84680
C 2.29853 -1.95449 0.55599
C 3.05409 -1.90526 1.74213
C 2.91020 -0.88989 2.66463
C 1.98083 0.10858 2.40349
S 1.56479 1.49650 3.35919
C 0.37804 1.93276 2.16885
N 0.30145 1.12425 1.14547
C 1.21505 0.08399 1.23749
C 1.38141 -0.94645 0.30979
C -0.50094 3.07292 2.21928
C -0.54486 3.98582 3.27438
C -1.47741 5.00046 3.24649
C -2.35755 5.08598 2.16236
C -2.30102 4.18298 1.11759
C -1.36130 3.14409 1.10816
H 2.35581 -5.29596 -0.34459
H 1.16345 -4.45946 0.66080
H 2.83545 -4.59490 1.20722
H 1.84417 -3.92324 -2.28213
H 1.84325 -2.15480 -2.21917
H 0.57993 -3.06780 -1.38716
H 4.16689 -3.99420 -1.51883
H 4.67219 -3.24276 -0.00024
H 4.23454 -2.22918 -1.37974
H 3.77132 -2.69077 1.94893
H 3.49960 -0.87745 3.57282
H 0.76558 -0.93280 -0.57575
H 0.13924 3.88969 4.11174
H -1.53010 5.72079 4.05350
H -3.09544 5.88058 2.13816
H -2.99673 4.28366 0.29435
Se -0.14410 2.33708 -5.23199
Sb 1.49152 3.45849 -3.78688
Se 0.68652 3.07848 -1.31652
Se 3.65511 2.39420 -3.77072
Se 1.24897 5.88273 -3.88898
C 0.60724 -2.78825 5.27805
C -0.30095 -2.08481 4.30483
C -0.97464 -0.92426 4.65130
C -1.78089 -0.24184 3.74036
C -2.51477 0.98601 4.20903
C -1.89724 -0.71760 2.42720
Te -3.00579 0.33929 0.94513
C -1.27006 -1.92382 2.08258
C -1.43620 -2.53185 0.71607
C -0.48074 -2.58095 3.02142
H 0.66986 -2.24250 6.22073
H 1.61783 -2.87484 4.87031
H 0.25408 -3.79948 5.49642
H -0.86293 -0.52368 5.65520
H -2.22877 1.23772 5.23268
H -3.59453 0.82009 4.17632
H -2.32396 1.84518 3.56729
H -1.12532 -1.83413 -0.06481
H -2.48560 -2.75363 0.51322
H -0.85684 -3.45321 0.63354
H 0.02822 -3.49589 2.73384
N -2.17247 5.03531 -4.18246
N -2.44319 3.92024 -3.40761
N -3.04024 2.84474 -3.88314
C -2.98985 2.04267 -2.83324
N -2.36745 2.61483 -1.79734
N -2.06256 3.85004 -2.17858
H -2.13165 4.67941 -5.13425
H -1.21256 5.34233 -3.94521
H -3.39350 1.04490 -2.80357
C 0.85717 -1.36398 -5.13481
N -0.02363 -1.04198 -4.04311
C -1.40542 -1.41061 -4.02998
C -1.86480 -0.84693 -2.68567
O -3.00940 -0.95168 -2.29602
N -0.80735 -0.21139 -2.07687
C 0.24359 -0.34956 -2.92299
N 1.48222 0.06646 -2.64677
H 0.98676 -2.45032 -5.20680
H 1.82349 -0.89074 -5.00840
H 0.44482 -0.98309 -6.06993
H -1.55379 -2.49404 -4.06041
H -1.96939 -0.94831 -4.84507
H 1.53192 0.78574 -1.91894
H 2.03984 0.32005 -3.45139
*
```

Mulliken population analysis, charges in e, atoms 1 to 8: number 1, Ru, carries -0.598; number 2, C, carries -1.725; number 3, C, carries 2.225; number 4, C, carries -1.558; number 5, C, carries -2.029; number 6, C, carries 0.823; number 7, C, carries -0.168; number 8, C, carries -1.278